Here is a molecular structure, C69H154As2F12NO29 at a distorted geometry from the Open Molecules 2025 dataset. Energies are from wB97M-V/def2-TZVPD.

## Properties
M	1839.8	g mol⁻¹
net charge	0
highest occupied orbital energy (spin up / spin down)	-9.24 / -9.23	eV
gap between HOMO and LUMO (spin up / spin down)	0.3527 / 0.1615	Ha
spin multiplicity	2

Each line ends with the Mulliken spin population.
CARTESIAN COORDINATES (ANGSTROEM)
C1 1.7844 2.9078 1.5409  0.00
C2 1.9596 1.3748 1.4804  0.00
C3 1.0257 0.7821 0.4387  0.00
C4 1.0632 -0.7660 0.3990  0.00
N1 -0.2266 -1.3794 -0.1543  0.00
C5 -0.0738 -2.9296 -0.2140  0.00
C6 -0.4964 -3.4472 1.1541  0.00
C7 -1.5512 -2.4207 1.6128  0.00
C8 -1.4204 -1.1236 0.7707  0.00
C9 -0.5440 -0.8658 -1.5940  -0.01
C10 0.6366 -1.1304 -2.6111  0.00
C11 0.2599 -0.7221 -4.0302  0.00
H1 2.0438 3.4031 0.6053  0.00
H2 2.4685 3.2511 2.3169  0.00
H3 0.7929 3.2782 1.8016  0.00
H4 1.6671 0.9115 2.4227  0.00
H5 3.0092 1.1202 1.3334  0.00
H6 1.2540 1.1104 -0.5752  0.01
H7 0.0436 1.2185 0.6207  -0.01
H8 1.2074 -1.2921 1.3427  0.00
H9 1.8925 -1.0875 -0.2309  0.00
H10 -0.7908 -3.2753 -0.9586  0.00
H11 0.9652 -3.1448 -0.4634  0.00
H12 -0.9279 -4.4480 1.1386  0.00
H13 0.3083 -3.4190 1.8888  0.00
H14 -2.5726 -2.8013 1.6007  0.00
H15 -1.3511 -2.1563 2.6512  0.00
H16 -2.3562 -0.9834 0.2297  0.00
H17 -1.3381 -0.2787 1.4544  0.00
H18 -0.7867 0.1968 -1.5868  0.01
H19 -1.5162 -1.2820 -1.8580  0.00
H20 0.7389 -2.2109 -2.5110  0.00
H21 1.5457 -0.5718 -2.3884  0.00
H22 -0.8031 -0.8520 -4.2331  0.00
H23 0.8503 -1.3312 -4.7146  0.00
H24 0.4573 0.3252 -4.2590  0.00
As1 3.4706 2.8585 -3.3641  0.01
F1 2.5406 4.2607 -4.0331  0.01
F2 1.9072 2.0274 -3.1795  -0.01
F3 4.3640 1.4579 -2.7494  0.00
F4 4.9937 3.7566 -3.6596  0.00
F5 3.2862 3.4993 -1.7230  0.00
F6 3.6141 2.1421 -4.9969  0.00
As2 -2.8875 2.8394 1.9010  0.00
F7 -2.3424 2.9519 0.2062  0.01
F8 -1.3866 2.1502 2.5695  0.00
F9 -3.5146 2.7985 3.5985  0.00
F10 -4.5557 3.4805 1.4825  0.00
F11 -3.4895 1.1743 1.5347  0.00
F12 -2.2596 4.5155 2.1286  0.00
C12 -8.8837 -1.4085 -6.0706  0.00
O1 -8.0360 -1.0528 -4.9961  0.00
C13 -8.3481 0.1698 -4.3593  0.00
C14 -7.3980 0.5291 -3.1863  0.00
O2 -6.1020 1.0552 -3.5603  0.00
C15 -5.3608 1.2923 -2.3178  0.00
C16 -3.9491 1.8589 -2.6066  0.00
O3 -3.0238 0.9951 -3.3365  0.01
C17 -3.4046 0.7910 -4.6882  0.00
H25 -8.5228 -2.3191 -6.5486  0.00
H26 -8.7597 -0.6735 -6.8660  0.00
H27 -9.9351 -1.4861 -5.7936  0.00
H28 -9.3309 0.1679 -3.8879  0.00
H29 -8.4115 0.9878 -5.0770  0.00
H30 -7.1597 -0.3128 -2.5363  0.00
H31 -7.8697 1.2349 -2.5026  0.00
H32 -5.2626 0.3120 -1.8516  0.00
H33 -5.9150 1.8554 -1.5668  0.00
H34 -3.5032 2.2553 -1.6944  0.00
H35 -4.0831 2.7224 -3.2581  0.00
H36 -2.6175 0.3597 -5.3067  0.00
H37 -3.4635 1.7476 -5.2073  0.00
H38 -4.2695 0.1298 -4.6335  0.00
C18 5.8296 6.5718 4.3334  0.00
O4 4.8002 5.9499 5.1059  0.00
C19 5.2506 5.6683 6.4234  0.00
C20 4.1233 4.9058 7.1676  0.00
O5 3.8994 3.5448 6.8331  0.00
C21 3.3934 3.2887 5.5474  0.00
C22 2.9697 1.8299 5.4299  0.00
O6 4.1180 0.9441 5.3419  0.00
C23 5.0225 0.8719 6.4154  0.00
H39 6.0757 7.5328 4.7850  0.00
H40 5.3977 6.8896 3.3845  0.00
H41 6.7502 5.9942 4.4173  0.00
H42 5.5834 6.5514 6.9687  0.00
H43 6.0614 4.9399 6.4259  0.00
H44 3.1857 5.4618 7.1716  0.00
H45 4.4623 4.8749 8.2031  0.00
H46 4.1650 3.4189 4.7886  0.00
H47 2.6510 3.9938 5.1734  0.00
H48 2.4026 1.7633 4.5014  0.00
H49 2.2647 1.5376 6.2081  0.00
H50 4.6006 0.6656 7.3991  0.00
H51 5.6936 1.7274 6.4912  0.00
H52 5.6439 0.0231 6.1299  0.00
C24 -2.5050 -4.0729 5.6296  0.00
O7 -2.1139 -5.3949 5.4775  0.00
C25 -1.8041 -5.7140 4.0990  0.00
C26 -2.9874 -5.8335 3.1696  0.00
O8 -3.6319 -4.5607 2.9670  0.00
C27 -4.9455 -4.7127 2.4446  0.00
C28 -5.7255 -3.3778 2.3874  0.00
O9 -5.0682 -2.3768 1.5898  0.00
C29 -5.6460 -1.0804 1.7090  0.00
H53 -3.5753 -3.8858 5.5435  0.00
H54 -1.9744 -3.3374 5.0249  0.00
H55 -2.2477 -3.8926 6.6733  0.00
H56 -1.4054 -6.7283 4.0797  0.00
H57 -1.0790 -5.0211 3.6723  0.00
H58 -3.6190 -6.6326 3.5577  0.00
H59 -2.7524 -6.1563 2.1553  0.00
H60 -5.4774 -5.4197 3.0812  0.00
H61 -4.8704 -5.1490 1.4486  0.00
H62 -5.9033 -3.0992 3.4261  0.00
H63 -6.7118 -3.5119 1.9432  0.00
H64 -5.2527 -0.4823 0.8869  0.00
H65 -5.3321 -0.6314 2.6513  0.00
H66 -6.7185 -1.0711 1.5146  0.00
C30 4.3927 -1.7076 -1.2445  0.00
O10 3.4198 -2.7268 -0.9020  0.00
C31 3.8835 -3.7472 -0.0773  0.00
C32 4.2158 -3.2680 1.3951  0.00
O11 3.1398 -2.7260 2.0898  0.00
C33 3.5487 -2.1052 3.3702  0.00
C34 2.3652 -1.8159 4.2429  0.00
O12 1.4286 -2.9324 4.4158  0.00
C35 1.9403 -4.1628 4.8669  0.00
H67 4.0129 -0.9079 -1.8804  0.00
H68 5.3739 -1.9998 -1.6185  0.00
H69 4.7387 -1.2460 -0.3196  0.00
H70 4.6641 -4.3160 -0.5826  0.00
H71 3.0871 -4.4774 0.0663  0.00
H72 4.9775 -2.4884 1.3834  0.00
H73 4.5658 -4.1695 1.8980  0.00
H74 4.0456 -1.1564 3.1680  0.00
H75 4.2665 -2.7880 3.8247  0.00
H76 1.8282 -0.9325 3.8976  0.00
H77 2.7325 -1.4464 5.2003  0.00
H78 1.1930 -4.9555 4.9031  0.00
H79 2.2740 -4.0269 5.8956  0.00
H80 2.7461 -4.5897 4.2698  0.00
C36 3.4183 4.9712 -6.8876  0.00
O13 2.2004 5.5794 -6.5520  0.00
C37 1.1993 5.4830 -7.5911  0.00
C38 0.3132 4.2916 -7.3564  0.00
O14 0.1331 4.3508 -5.9789  0.02
C39 -0.4369 3.1433 -5.3893  0.02
C40 -0.8667 3.3252 -3.9379  -0.01
O15 0.0484 4.2159 -3.2655  0.74
C41 -0.1211 4.1540 -1.8214  0.06
H81 4.1027 5.0317 -6.0414  0.00
H82 3.8690 5.3750 -7.7943  0.00
H83 3.1836 3.9378 -7.1424  0.00
H84 1.5887 5.3906 -8.6049  0.00
H85 0.6120 6.4005 -7.5517  0.00
H86 0.8078 3.3640 -7.6447  0.00
H87 -0.6675 4.3638 -7.8266  0.00
H88 0.2620 2.3081 -5.3439  0.00
H89 -1.3105 2.8789 -5.9852  0.00
H90 -0.7760 2.3690 -3.4227  0.01
H91 -1.8450 3.7983 -3.8535  0.08
H92 -1.1720 3.9752 -1.5937  0.00
H93 0.2803 5.0035 -1.2687  0.01
H94 0.4373 3.2873 -1.4677  0.03
C42 4.4777 -1.0641 -4.7987  0.00
O16 5.3187 -2.0638 -5.3582  0.00
C43 4.7558 -3.3451 -5.5133  0.00
C44 4.2678 -4.0867 -4.2337  0.00
O17 3.6816 -5.3511 -4.5826  0.00
C45 2.8622 -5.8822 -3.5369  0.00
C46 1.4609 -5.8903 -4.0781  0.00
O18 0.9254 -4.5662 -4.0911  0.00
C47 -0.4819 -4.4843 -3.9993  0.00
H95 3.7011 -0.8084 -5.5195  0.00
H96 5.1176 -0.2025 -4.6083  0.00
H97 3.9684 -1.3837 -3.8895  0.00
H98 5.3828 -4.0410 -6.0707  0.00
H99 3.8956 -3.2978 -6.1811  0.00
H100 3.5542 -3.4592 -3.6997  0.00
H101 5.0858 -4.2445 -3.5308  0.00
H102 2.9107 -5.3387 -2.5933  0.00
H103 3.1968 -6.8953 -3.3137  0.00
H104 0.9657 -6.5475 -3.3632  0.00
H105 1.4939 -6.2875 -5.0926  0.00
H106 -0.9741 -5.0804 -4.7677  0.00
H107 -0.8102 -3.4450 -3.9908  0.00
H108 -0.8192 -4.8228 -3.0196  0.00
C48 -4.3317 -2.5325 -2.2131  0.00
O19 -3.4743 -3.6920 -2.1489  0.00
C49 -3.6655 -4.4785 -1.0073  0.00
C50 -2.9289 -5.8281 -1.1853  0.00
O20 -1.5709 -5.7565 -0.8379  0.00
C51 -0.7942 -6.9697 -0.8874  0.00
C52 0.5131 -6.8507 -0.0765  0.00
O21 0.2793 -6.7392 1.3394  0.00
C53 1.4878 -6.8004 2.1293  0.00
H109 -4.0018 -1.9221 -3.0536  0.00
H110 -4.3033 -1.8860 -1.3360  0.00
H111 -5.3794 -2.7943 -2.3612  0.00
H112 -4.7396 -4.6630 -0.9872  0.00
H113 -3.3906 -3.9675 -0.0846  0.00
H114 -3.0575 -6.1504 -2.2186  0.00
H115 -3.3937 -6.6457 -0.6343  0.00
H116 -0.6651 -7.1513 -1.9544  0.00
H117 -1.2620 -7.8400 -0.4274  0.00
H118 1.0651 -5.9910 -0.4564  0.00
H119 1.0977 -7.7499 -0.2712  0.00
H120 1.8209 -7.8380 2.1501  0.00
H121 1.3822 -6.5104 3.1747  0.00
H122 2.2627 -6.1683 1.6955  0.00
O22 1.0879 -0.4196 7.5311  0.00
C54 -0.0511 -0.7896 7.8326  0.00
O23 -1.1458 -0.8636 6.8994  0.00
C55 -0.8814 -0.5788 5.5633  0.00
C56 -2.2301 -0.3538 4.8166  0.00
C57 -0.4740 -0.8321 9.2771  0.00
H123 -0.3160 -1.3451 5.0330  0.00
H124 -0.2765 0.3265 5.5131  0.00
H125 -1.9821 -0.1526 3.7745  0.00
H126 -2.6887 0.5782 5.1472  0.00
H127 -2.8795 -1.2261 4.8913  0.00
H128 -0.8563 -1.8190 9.5381  0.00
H129 -1.2355 -0.0751 9.4643  0.00
H130 0.3403 -0.6796 9.9856  0.00
O24 -1.0976 -0.7484 -7.1948  0.00
C58 -0.4537 0.1267 -7.6912  0.00
O25 -1.0225 1.1085 -8.3585  0.00
C59 -2.3387 1.1659 -8.6892  0.00
C60 -2.5901 2.4170 -9.5900  0.00
C61 1.0094 0.1985 -7.6332  0.00
H131 -2.8727 1.1372 -7.7395  0.00
H132 -2.7228 0.2659 -9.1692  0.00
H133 -3.6556 2.6270 -9.6834  0.00
H134 -2.1341 2.2303 -10.5623  0.00
H135 -2.0720 3.2711 -9.1539  0.00
H136 1.4705 -0.7017 -8.0395  0.00
H137 1.4794 0.3581 -6.6628  0.00
H138 1.4445 1.0233 -8.1976  0.00
O26 -0.9720 4.3576 8.3565  0.00
C62 -0.3895 3.3414 8.0474  0.00
O27 -0.3571 2.8070 6.8247  0.00
C63 -1.1672 3.3265 5.7520  0.00
C64 -0.3745 4.3444 4.9768  0.00
C65 0.4623 2.7547 9.0713  0.00
H139 -2.0739 3.7343 6.1989  0.00
H140 -1.3828 2.3815 5.2535  0.00
H141 0.4610 3.8320 4.4998  0.00
H142 -0.0262 5.1515 5.6213  0.00
H143 -1.0294 4.7711 4.2170  0.00
H144 0.1084 3.0230 10.0667  0.00
H145 1.4500 3.2066 8.9805  0.00
H146 0.4901 1.6783 8.9023  0.00
O28 1.4200 7.5124 -0.6633  0.00
C66 2.2888 8.2698 -0.1787  0.00
O29 2.8651 8.0118 1.0604  0.00
C67 2.7479 6.7266 1.6635  0.00
C68 1.3291 6.4042 2.1922  0.00
C69 2.5782 9.6754 -0.6568  0.00
H147 3.4611 6.7462 2.4876  0.00
H148 3.0899 5.8977 1.0438  0.00
H149 0.5475 6.6144 1.4621  0.00
H150 1.1912 7.0583 3.0532  0.00
H151 1.2986 5.3639 2.5160  0.00
H152 2.2011 9.9065 -1.6530  0.00
H153 3.6361 9.9094 -0.5373  0.00
H154 1.9553 10.2595 0.0205  0.00